Density functional theory data (the ωB97M-V functional and the def2-TZVPD basis) for C28H34CaGeN6OS3 as an isolated structure.

Geometry as XYZ:
```
74
C28H34CaGeN6OS3, DFT the ωB97M-V functional and the def2-TZVPD basis
Ca -0.49 -0.15 -1.15
C 0.49 -2.44 2.71
C 0.61 -1.31 1.71
N -0.40 -1.07 0.87
N -1.52 -1.79 1.13
C -2.65 -1.39 0.68
S -3.09 0.01 -0.20
S -4.00 -2.50 1.17
C -5.15 -1.23 1.81
C -5.03 -0.93 3.27
C -3.96 -1.36 4.04
C -3.86 -1.02 5.37
C -4.83 -0.23 5.97
C -5.91 0.20 5.21
C -6.01 -0.15 3.88
C 1.70 -0.43 1.79
C 2.46 -0.31 3.00
C 3.35 0.69 3.22
C 3.57 1.69 2.26
C 2.93 1.56 1.03
C 2.07 0.52 0.77
O 1.64 0.38 -0.55
H -0.13 -3.22 2.27
H 0.00 -2.12 3.63
H 1.47 -2.85 2.95
H -6.17 -1.55 1.56
H -4.91 -0.35 1.21
H -3.20 -1.97 3.57
H -3.02 -1.38 5.95
H -4.74 0.06 7.01
H -6.68 0.81 5.67
H -6.86 0.19 3.30
H 2.27 -1.03 3.80
H 3.89 0.74 4.17
H 4.23 2.52 2.46
H 3.09 2.29 0.25
C -2.28 1.13 -5.01
C -1.44 1.09 -3.75
N -1.05 -0.09 -3.28
N -1.42 -1.17 -4.01
C -0.98 -2.33 -3.65
N -1.50 -3.40 -4.39
S 0.17 -2.75 -2.46
C -1.09 2.23 -3.02
C -1.33 3.57 -3.43
C -0.93 4.62 -2.66
C -0.27 4.37 -1.44
C -0.08 3.05 -1.09
N -0.44 2.01 -1.81
H -3.04 0.36 -4.92
H -1.67 0.88 -5.88
H -2.75 2.09 -5.16
H -1.86 -3.11 -5.29
H -0.87 -4.19 -4.43
H -1.83 3.77 -4.38
H -1.10 5.65 -2.98
H 0.06 5.17 -0.80
H 0.42 2.80 -0.15
C 5.13 1.53 -1.69
Ge 4.41 -0.29 -1.25
C 5.29 -0.94 0.43
C 5.04 -1.49 -2.74
C 2.41 -0.56 -1.25
H 6.17 1.46 -2.00
H 5.07 2.20 -0.84
H 4.56 1.97 -2.51
H 6.37 -0.98 0.33
H 4.92 -1.94 0.67
H 5.03 -0.29 1.26
H 6.12 -1.63 -2.73
H 4.76 -1.07 -3.71
H 4.56 -2.46 -2.65
H 2.24 -1.58 -0.87
H 2.05 -0.54 -2.29
```

Values from the calculation:
Orbital gap (spin up / spin down), hartree: 0.1517 / 0.1518
Net charge: -2
HOMO energy (spin up / spin down), Eh: 0.013 / 0.013
Max |F|, Eh/bohr: 0.0277
Relative energy (zero: lowest compared OMol25 entry of this formula, charge and spin), kJ/mol: 145.5
Energy, Eh: -5440.28785


Density functional theory data (the ωB97M-V functional and the def2-TZVPD basis) for C32H34F3N2OOsSe2Si2 as an isolated structure.

Geometry as XYZ:
```
77
C32H34F3N2OOsSe2Si2, DFT the ωB97M-V functional and the def2-TZVPD basis
Os 0.27 -1.00 0.11
Se 2.94 0.66 2.05
Se 2.71 -1.68 3.45
C 0.91 -1.17 3.76
C 0.43 -1.23 5.08
C -0.78 -0.66 5.38
C -1.49 -0.05 4.36
C -0.99 -0.11 3.07
N 0.18 -0.68 2.76
C 3.60 -0.34 0.59
C 4.96 -0.27 0.29
C 5.47 -1.01 -0.76
C 4.59 -1.81 -1.48
C 3.26 -1.83 -1.11
N 2.75 -1.10 -0.12
H 1.05 -1.69 5.84
H -1.16 -0.65 6.40
H -2.43 0.46 4.55
H -1.52 0.33 2.24
H 5.59 0.35 0.91
H 6.52 -0.96 -1.02
H 4.93 -2.39 -2.33
H 2.55 -2.45 -1.65
C 0.81 -2.27 -3.50
Si 0.16 -0.88 -2.31
C 0.92 0.67 -3.14
C -1.70 -0.90 -2.80
C -2.11 -0.89 -4.14
C -3.44 -1.02 -4.49
C -4.40 -1.15 -3.50
C -4.01 -1.12 -2.16
C -2.67 -1.00 -1.80
Si -2.14 -0.84 0.04
C -3.20 -2.14 0.99
C -3.09 0.80 0.44
H 0.38 -2.12 -4.50
H 0.51 -3.27 -3.18
H 1.90 -2.25 -3.62
H 0.78 0.64 -4.23
H 1.99 0.74 -2.94
H 0.45 1.58 -2.76
H -1.36 -0.78 -4.92
H -3.73 -1.03 -5.54
H -5.45 -1.27 -3.76
H -4.77 -1.20 -1.39
H -4.25 -1.84 1.02
H -2.86 -2.26 2.02
H -3.15 -3.12 0.51
H -4.07 0.78 -0.04
H -2.54 1.66 0.05
H -3.25 0.95 1.51
F -0.44 8.53 0.15
C -0.02 7.87 1.26
F 1.20 8.41 1.55
F -0.84 8.25 2.26
C 0.04 6.40 1.07
C 0.90 5.89 0.09
C 0.99 4.52 -0.11
C 0.22 3.63 0.66
C -0.62 4.16 1.65
C -0.71 5.53 1.85
C 0.27 2.24 0.44
C 0.30 1.02 0.25
H 1.49 6.57 -0.50
H 1.66 4.13 -0.86
H -1.20 3.49 2.27
H -1.36 5.93 2.62
C 2.03 -4.70 0.66
O 1.40 -3.45 0.88
C 0.29 -3.05 0.21
C -0.44 -4.16 -0.47
H 2.22 -4.87 -0.41
H 1.46 -5.54 1.05
H 2.98 -4.64 1.19
H -0.30 -5.13 0.02
H -0.08 -4.26 -1.50
H -1.50 -3.94 -0.52
```

Values from the calculation:
Orbital gap, hartree: 0.1625
Net charge: -1
HOMO energy, Eh: -0.138
Max |F|, Eh/bohr: 0.0467
Energy, Eh: -7196.66679


Density functional theory data (the ωB97M-V functional and the def2-TZVPD basis) for a 10-piece molecular cluster, C36H63N3O21 overall.

Geometry as XYZ:
```
123
C36H63N3O21, DFT the ωB97M-V functional and the def2-TZVPD basis
C -10.07 -19.12 -10.24
C -9.73 -20.58 -10.45
C -9.22 -21.29 -9.24
O -10.35 -22.18 -8.88
C -11.25 -22.05 -9.74
O -12.29 -22.63 -9.64
O -10.93 -21.18 -10.66
H -10.45 -18.68 -11.13
H -9.20 -18.56 -9.83
H -10.85 -19.06 -9.54
H -9.17 -20.75 -11.33
H -9.00 -20.60 -8.44
H -8.33 -21.84 -9.50
C -6.25 -21.91 -0.25
C -6.71 -21.83 1.21
C -8.05 -22.44 1.55
O -7.76 -23.50 2.50
C -6.44 -23.56 2.63
O -5.84 -24.39 3.27
O -5.80 -22.61 1.95
H -5.27 -21.57 -0.47
H -6.84 -21.27 -0.85
H -6.42 -22.84 -0.68
H -6.57 -20.81 1.54
H -8.53 -22.90 0.71
H -8.74 -21.70 1.98
C -10.84 -23.46 -5.79
C -11.15 -23.42 -4.23
C -11.17 -24.87 -3.68
O -10.19 -24.95 -2.73
C -9.59 -23.79 -2.64
O -8.76 -23.45 -1.82
O -10.09 -22.93 -3.50
H -9.84 -23.81 -6.12
H -10.83 -22.43 -6.14
H -11.60 -24.11 -6.23
H -12.06 -22.89 -4.05
H -10.88 -25.67 -4.47
H -12.15 -25.09 -3.24
C -1.28 -23.00 -2.95
O -2.34 -23.27 -3.79
C -3.57 -23.03 -3.36
O -3.73 -22.52 -2.05
O -4.60 -23.35 -4.22
C -5.88 -23.14 -3.69
H -0.94 -21.98 -2.87
H -0.43 -23.54 -3.37
H -1.39 -23.50 -2.00
H -5.95 -23.75 -2.81
H -6.74 -23.44 -4.27
H -6.02 -22.07 -3.42
C -7.24 -26.46 -4.26
O -8.32 -26.38 -5.17
C -8.05 -26.04 -6.45
O -6.74 -25.86 -7.03
O -9.17 -25.79 -7.13
C -9.08 -25.40 -8.46
H -6.91 -25.45 -3.98
H -6.43 -26.99 -4.65
H -7.68 -26.98 -3.36
H -10.08 -25.27 -8.97
H -8.61 -26.22 -9.05
H -8.36 -24.53 -8.64
C -15.25 -23.06 2.03
O -15.80 -23.45 0.79
C -14.98 -23.46 -0.24
O -13.60 -23.20 -0.12
O -15.50 -23.71 -1.39
C -14.59 -23.97 -2.46
H -14.34 -23.58 2.24
H -15.99 -23.28 2.83
H -14.98 -21.97 1.94
H -13.85 -24.69 -2.21
H -14.06 -23.06 -2.84
H -15.25 -24.37 -3.26
C -6.65 -22.29 -7.17
O -7.91 -21.91 -6.66
C -8.07 -20.98 -5.62
O -6.99 -20.49 -4.82
O -9.28 -20.62 -5.36
C -9.56 -19.89 -4.17
H -5.93 -22.16 -6.38
H -6.44 -21.62 -7.99
H -6.77 -23.29 -7.54
H -9.04 -18.97 -4.24
H -9.22 -20.52 -3.32
H -10.62 -19.71 -4.11
C -11.12 -25.19 0.17
C -10.99 -24.88 1.70
C -10.76 -26.00 2.64
C -9.78 -26.96 2.22
N -9.01 -27.75 1.79
H -12.10 -25.52 -0.12
H -10.39 -25.87 -0.25
H -11.15 -24.31 -0.42
H -11.78 -24.22 2.01
H -10.14 -24.32 1.70
H -11.68 -26.50 2.58
H -10.69 -25.65 3.70
C -15.75 -22.57 -8.50
C -15.39 -22.18 -7.12
C -14.13 -22.74 -6.45
C -14.23 -24.21 -6.16
N -14.31 -25.35 -5.98
H -15.06 -22.44 -9.32
H -16.65 -22.03 -8.77
H -16.05 -23.65 -8.57
H -16.24 -22.36 -6.47
H -15.26 -21.11 -7.07
H -13.99 -22.26 -5.56
H -13.27 -22.63 -7.10
C -10.38 -20.92 -0.59
C -11.50 -20.37 -1.44
C -11.36 -18.90 -1.59
C -11.75 -18.28 -0.30
N -12.14 -17.82 0.69
H -10.60 -21.97 -0.41
H -10.27 -20.41 0.32
H -9.43 -20.82 -1.13
H -12.50 -20.57 -0.91
H -11.49 -20.99 -2.32
H -11.99 -18.39 -2.34
H -10.35 -18.54 -1.78
```

Values from the calculation:
Orbital gap, hartree: 0.3621
Net charge: 0
SMILES: C[C@H]1COC(=O)O1.C[C@H]1COC(=O)O1.C[C@H]1COC(=O)O1.COC(=O)OC.COC(=O)OC.COC(=O)OC.COC(=O)OC.CCCC#N.CCCC#N.CCCC#N
HOMO energy, Eh: -0.370
Max |F|, Eh/bohr: 0.1759
Relative energy (zero: lowest compared OMol25 entry of this formula, charge and spin), kJ/mol: 76.5
Energy, Eh: -3153.58468


Density functional theory data (the ωB97M-V functional and the def2-TZVPD basis) for a 2-piece molecular cluster, CH6S2 overall.

Geometry as XYZ:
```
9
CH6S2, DFT the ωB97M-V functional and the def2-TZVPD basis
S 3.39 -0.81 -1.07
S 1.47 -1.24 -1.68
H 3.93 -2.00 -1.40
H 0.95 -1.34 -0.45
C -1.96 1.03 0.90
H -2.14 1.64 0.01
H -2.07 -0.03 0.77
H -0.96 1.34 1.22
H -2.61 1.41 1.69
```

Values from the calculation:
Orbital gap, hartree: 0.3581
Net charge: 0
SMILES: SS.C
HOMO energy, Eh: -0.345
Max |F|, Eh/bohr: 0.0279
Relative energy (zero: lowest compared OMol25 entry of this formula, charge and spin), kJ/mol: 10.7
Energy, Eh: -838.05061


Density functional theory data (the ωB97M-V functional and the def2-TZVPD basis) for a 2-piece molecular cluster, C4H12BN overall.

Geometry as XYZ:
```
18
C4H12BN, DFT the ωB97M-V functional and the def2-TZVPD basis
H -0.90 2.52 0.75
N 0.02 2.13 0.79
B 0.96 1.30 0.79
C 2.16 0.30 0.72
C 3.21 0.74 -0.26
H 1.85 -0.65 0.39
H 2.64 0.27 1.66
H 3.95 0.01 -0.32
H 2.73 0.74 -1.26
H 3.67 1.66 -0.03
C -2.22 -1.70 -0.61
C -2.93 -0.48 -0.18
H -1.66 -2.15 0.21
H -2.90 -2.49 -1.16
H -1.34 -1.56 -1.37
H -3.33 -0.68 0.79
H -3.73 -0.28 -0.75
H -2.19 0.32 -0.17
```

Values from the calculation:
Orbital gap, hartree: 0.4047
Net charge: 0
SMILES: [H]/N=B/CC.CC
HOMO energy, Eh: -0.380
Max |F|, Eh/bohr: 0.0855
Relative energy (zero: lowest compared OMol25 entry of this formula, charge and spin), kJ/mol: 129.6
Energy, Eh: -239.18708


Density functional theory data (the ωB97M-V functional and the def2-TZVPD basis) for a 2-piece molecular cluster, C5H12NO overall.

Geometry as XYZ:
```
19
C5H12NO, DFT the ωB97M-V functional and the def2-TZVPD basis
C -1.98 1.29 -2.15
C -1.16 0.00 -1.86
C -0.80 -0.13 -0.42
C 0.42 -0.13 0.08
N 0.72 -0.14 1.47
C -0.08 -0.29 2.44
H -1.77 1.52 -3.19
H -1.68 2.15 -1.55
H -3.06 1.13 -2.11
H -0.29 0.04 -2.51
H -1.77 -0.84 -2.16
H -1.69 -0.34 0.19
H 1.28 -0.11 -0.57
H 1.73 -0.07 1.66
H -1.16 -0.36 2.39
H 0.32 -0.24 3.45
H 3.64 -1.81 2.06
H 4.06 -0.62 1.21
O 3.27 -1.05 1.58
```

Values from the calculation:
Orbital gap, hartree: 0.3341
Net charge: +1
HOMO energy, Eh: -0.514
Max |F|, Eh/bohr: 0.0302
Relative energy (zero: lowest compared OMol25 entry of this formula, charge and spin), kJ/mol: 100.9
Energy, Eh: -327.42114


Density functional theory data (the ωB97M-V functional and the def2-TZVPD basis) for one molecule with the formula C10H13NO.

Geometry as XYZ:
```
25
C10H13NO, DFT the ωB97M-V functional and the def2-TZVPD basis
C 1.21 -1.62 1.21
C 2.12 -0.77 0.33
O 2.77 0.39 0.80
C 1.76 0.61 -0.22
C 2.12 1.16 -1.52
N 0.58 1.24 0.24
C -0.64 0.57 0.06
C -1.55 0.62 1.15
C -2.86 0.22 1.03
C -3.23 -0.45 -0.15
C -2.30 -0.58 -1.17
C -1.06 0.00 -1.11
H 1.85 -2.34 1.79
H 0.36 -2.19 0.72
H 0.74 -1.03 2.07
H 2.74 -1.30 -0.33
H 2.62 2.04 -1.34
H 1.26 1.36 -2.20
H 2.90 0.56 -2.10
H 0.61 1.66 1.23
H -1.13 1.25 2.06
H -3.72 0.33 1.70
H -4.29 -0.74 -0.12
H -2.55 -0.80 -2.22
H -0.32 -0.17 -1.93
```

Values from the calculation:
Orbital gap, hartree: 0.3349
Net charge: 0
SMILES: C[C@@H]1O[C@]1(C)Nc1ccccc1
HOMO energy, Eh: -0.300
Max |F|, Eh/bohr: 0.0719
Relative energy (zero: lowest compared OMol25 entry of this formula, charge and spin), kJ/mol: 207.3
Energy, Eh: -518.76394


Density functional theory data (the ωB97M-V functional and the def2-TZVPD basis) for C45H34CuN3P2S2Te as an isolated structure.

Geometry as XYZ:
```
88
C45H34CuN3P2S2Te, DFT the ωB97M-V functional and the def2-TZVPD basis
Cu 0.92 0.40 1.80
S 1.68 -0.58 4.98
C 2.91 -0.45 3.84
N 2.81 -0.12 2.57
C 4.02 -0.11 1.91
C 4.19 0.20 0.56
C 5.47 0.17 0.02
C 6.57 -0.16 0.81
C 6.41 -0.47 2.15
C 5.14 -0.44 2.70
S 4.60 -0.77 4.31
H 3.32 0.46 -0.03
H 5.61 0.42 -1.02
H 7.56 -0.18 0.37
H 7.27 -0.73 2.76
Te -0.78 -2.91 -1.99
C -2.85 -2.50 -2.46
C -3.89 -3.19 -1.84
C -5.20 -2.81 -2.09
N -5.55 -1.82 -2.90
C -4.55 -1.16 -3.49
C -3.21 -1.46 -3.31
C -0.42 -1.46 -0.61
P 0.64 -0.07 -0.86
C -0.37 1.46 -0.93
C 0.45 2.66 -0.56
C -0.92 4.12 0.26
C -2.31 3.61 0.07
C -2.63 2.46 -0.53
C -1.71 1.42 -0.97
C 1.28 -0.14 -2.58
C 2.40 -0.93 -2.82
C 2.96 -1.02 -4.09
C 2.40 -0.31 -5.14
C 1.29 0.49 -4.92
C 0.74 0.58 -3.65
P -0.38 -1.69 1.15
C -2.01 -1.10 1.80
C -2.08 -0.73 3.15
C -3.28 -0.28 3.68
C -4.41 -0.18 2.88
C -4.34 -0.54 1.54
C -3.14 -0.99 1.01
C -0.63 -3.49 1.46
C 0.52 -4.29 1.40
C 0.45 -5.66 1.57
C -0.78 -6.27 1.81
C -1.92 -5.49 1.89
C -1.85 -4.11 1.72
H -3.68 -4.00 -1.15
H -6.02 -3.34 -1.60
H -4.84 -0.34 -4.14
H -2.45 -0.87 -3.81
H 1.50 2.49 -0.77
H -0.92 5.12 0.70
H -3.12 4.23 0.45
H -3.69 2.21 -0.61
H -2.16 0.46 -1.21
H 2.84 -1.48 -2.00
H 3.83 -1.65 -4.25
H 2.84 -0.37 -6.13
H 0.86 1.06 -5.73
H -0.14 1.19 -3.47
H -1.19 -0.77 3.76
H -3.32 0.01 4.72
H -5.35 0.18 3.30
H -5.22 -0.45 0.91
H -3.08 -1.27 -0.04
H 1.48 -3.82 1.21
H 1.35 -6.26 1.51
H -0.84 -7.34 1.95
H -2.88 -5.95 2.09
H -2.75 -3.51 1.78
C -0.31 2.01 1.87
C 0.12 3.10 0.91
C 1.28 3.86 1.49
C 1.99 4.86 0.96
C 1.80 5.44 -0.37
C 0.88 5.07 -1.28
C -0.13 4.00 -1.08
C 2.68 6.52 -0.73
N 3.40 7.38 -1.01
H -1.33 1.69 1.67
H -0.30 2.41 2.90
H 1.57 3.51 2.48
H 2.81 5.27 1.54
H 0.88 5.59 -2.23
H -0.76 3.91 -1.97
```

Values from the calculation:
Orbital gap, hartree: 0.1894
Net charge: -2
HOMO energy, Eh: -0.049
Max |F|, Eh/bohr: 0.0140
Relative energy (zero: lowest compared OMol25 entry of this formula, charge and spin), kJ/mol: 334.9
Energy, Eh: -5287.03370


Density functional theory data (the ωB97M-V functional and the def2-TZVPD basis) for C22H17Br2FeIN7O2S as an isolated structure.

Geometry as XYZ:
```
53
C22H17Br2FeIN7O2S, DFT the ωB97M-V functional and the def2-TZVPD basis
Fe -1.05 -0.70 -0.11
N -3.62 -3.82 1.24
C -2.81 -2.78 1.05
S -2.67 -2.15 -0.58
N -2.19 -2.28 2.09
N -1.43 -1.22 1.74
C -0.80 -0.56 2.64
C -0.01 0.59 2.18
C 0.69 1.41 3.03
C 1.38 2.49 2.49
C 1.34 2.70 1.13
C 0.62 1.83 0.33
N -0.04 0.79 0.84
H -4.12 -4.24 0.48
H -3.75 -4.18 2.17
H -0.87 -0.84 3.68
H 0.70 1.22 4.10
H 1.94 3.16 3.14
H 1.86 3.53 0.67
H 0.59 1.94 -0.74
C 1.16 -1.17 -1.84
C 0.16 -0.37 -2.69
C 0.33 -0.03 -4.03
C -0.61 0.77 -4.64
C -1.71 1.25 -3.89
C -2.74 2.12 -4.39
Br -2.73 2.66 -6.17
C -3.76 2.58 -3.57
C -3.82 2.22 -2.23
Br -5.17 2.87 -1.14
C -2.82 1.36 -1.64
O -2.79 1.03 -0.45
C -1.78 0.87 -2.56
N -0.88 0.05 -2.00
H 1.66 -1.93 -2.46
H 0.30 -2.74 -0.91
H 2.38 -0.39 -0.53
H 1.19 -0.39 -4.57
H -0.52 1.04 -5.68
H -4.52 3.23 -3.98
O 2.08 -0.17 -1.44
N 0.48 -1.76 -0.72
I 1.90 -3.26 4.35
C 2.87 -1.79 3.24
C 3.94 -1.08 3.77
C 4.52 -0.09 2.99
C 4.00 0.16 1.73
N 2.97 -0.53 1.23
C 2.43 -1.50 1.96
H 4.32 -1.29 4.76
H 5.36 0.48 3.35
H 4.41 0.94 1.10
H 1.61 -2.03 1.50
```

Values from the calculation:
Orbital gap (spin up / spin down), hartree: 0.2675 / 0.2203
Net charge: +1
HOMO energy (spin up / spin down), Eh: -0.398 / -0.412
Max |F|, Eh/bohr: 0.0041
2S+1: 5
Relative energy (zero: lowest compared OMol25 entry of this formula, charge and spin), kJ/mol: 0.0
Energy, Eh: -8489.77774